The following is a DFT calculation (ωB97M-V/def2-TZVPD) of a cluster of 2 separate species, C26H28Br4Cl2F8N3O2P in total in a non-equilibrium geometry.

The geometry in XYZ format:
```
74
Properties=species:S:1:pos:R:3:forces:R:3
C 5.67738 -0.21578 -0.21787 -0.52 0.08 -0.88
C 5.85723 0.52787 -1.55926 0.03 -0.53 1.04
O 4.64453 0.36156 -2.28348 0.39 -0.15 -0.24
C 4.83312 0.49992 -3.68481 -0.27 0.52 -0.21
C 3.44376 0.79548 -4.34828 0.23 0.69 0.54
C 2.43738 1.21536 -3.26951 0.61 0.84 -0.75
C 2.50468 2.59313 -2.82749 0.37 -0.93 0.80
P 3.69126 3.80918 -3.52141 -1.17 0.86 -1.64
N 3.10189 4.46915 -4.82521 0.25 -0.54 0.11
C 1.64131 3.01114 -1.85076 -0.11 1.22 0.20
C 1.69272 4.42607 -1.34814 -0.11 0.44 -0.07
Cl 1.07157 5.69045 -2.40440 0.08 -0.72 0.29
C 2.18974 4.73794 -0.15393 0.07 -0.12 -0.02
C 2.71430 3.70575 0.81274 0.13 0.54 0.43
Cl 2.25856 6.40763 0.37212 0.01 -0.70 0.02
C 0.65021 2.15250 -1.28427 1.08 1.14 -0.68
N -0.16268 2.67924 -0.31904 -0.21 -1.59 -0.45
C -1.00820 1.79731 0.09727 -0.93 0.50 1.05
Br -2.20934 2.37674 1.49946 0.48 -0.12 -0.37
C -1.14400 0.44808 -0.38178 0.10 -0.49 0.53
C -2.20529 -0.44905 0.16888 -0.91 -0.30 -0.03
Br -1.82142 -1.85154 1.40678 0.61 0.67 -0.51
C -3.46046 -0.25275 -0.23128 -0.14 0.28 -0.39
C -3.85491 0.82676 -1.23503 -0.50 -1.03 -0.03
Br -4.93849 -1.31892 0.37688 0.53 0.44 -0.14
N -0.35034 -0.02406 -1.29976 -0.06 0.65 0.42
C 0.59319 0.84810 -1.76001 -0.32 -0.92 -0.19
C 1.50206 0.37212 -2.74803 0.23 -0.30 -0.56
C 1.43113 -1.05053 -3.26454 -0.57 -0.22 0.87
Br -0.15214 -1.15194 -4.46471 0.32 -0.12 0.10
C 1.37560 -2.15201 -2.18068 0.18 -0.72 0.10
C 2.15501 -1.81848 -0.88415 -0.13 -0.54 -0.41
H 4.67191 0.03124 0.15504 0.33 0.03 0.06
H 6.42058 0.07635 0.52908 -0.03 -0.25 -0.21
H 5.66800 -1.29022 -0.43846 0.22 0.16 0.41
H 6.68298 0.09321 -2.14455 -0.03 0.27 0.25
H 6.06553 1.58384 -1.30955 -0.11 -0.10 -0.60
H 5.51640 1.35291 -3.82611 -0.19 -0.28 -0.27
H 5.32140 -0.37413 -4.14552 -0.19 0.01 0.31
H 3.08361 -0.01951 -4.97771 0.12 0.13 0.21
H 3.54198 1.67263 -5.00832 0.09 -0.39 -0.01
H 4.94710 3.19176 -3.75681 -0.22 0.07 0.63
H 3.92884 4.84699 -2.59010 0.33 -0.71 0.39
H 2.19252 4.07930 -5.05141 0.06 0.18 -0.16
H 3.61004 4.10860 1.30497 -0.17 -0.18 -0.13
H 1.97209 3.52688 1.60513 0.14 0.00 -0.23
H 2.97065 2.75336 0.33696 -0.15 0.26 -0.04
H -3.07025 1.00113 -1.97887 -0.02 0.16 0.36
H -4.17654 1.74383 -0.73035 0.16 -0.13 -0.13
H -4.70745 0.41224 -1.79100 0.15 0.38 0.08
H 2.26761 -1.29559 -3.91421 -0.20 0.33 0.14
H 1.84208 -3.05384 -2.61022 -0.15 0.31 -0.08
H 0.35349 -2.46266 -1.93549 0.19 0.39 -0.10
H 2.48674 -2.76175 -0.42524 -0.14 0.26 -0.07
H 3.06008 -1.24784 -1.12316 -0.28 0.12 0.26
H 1.49498 -1.32547 -0.16323 0.40 0.19 -0.12
F -5.99730 -5.12377 5.88753 0.16 0.14 -0.13
C -6.98371 -4.35343 6.37762 -0.33 -0.35 0.35
F -8.13484 -5.05441 6.23656 -0.09 0.21 -0.04
C -7.10490 -3.01801 5.63794 0.27 0.26 -0.73
F -7.44517 -3.22122 4.34720 0.02 -0.18 0.05
F -8.14620 -2.34864 6.21087 0.10 -0.11 0.31
C -5.89129 -2.06629 5.69448 0.22 0.62 0.16
O -5.00089 -2.05369 4.58055 -0.23 -0.88 -0.12
C -3.95774 -2.96427 4.50709 -0.30 0.91 0.82
F -3.83357 -3.63311 5.66869 0.08 -0.32 -0.16
F -2.82771 -2.23323 4.37156 0.02 -0.27 -0.22
C -4.09434 -3.90001 3.30041 -0.04 -0.27 -0.56
F -5.24529 -4.59862 3.35643 -0.07 0.10 0.21
F -3.08103 -4.79949 3.28397 0.16 0.20 0.22
H -6.81217 -4.19452 7.44590 0.02 0.12 -0.02
H -6.31575 -1.06241 5.69259 -0.10 -0.08 -0.13
H -5.35238 -2.14518 6.63885 -0.01 -0.31 -0.02
H -4.07942 -3.33934 2.36464 0.04 0.19 0.12
```
Positions in Å, forces in eV/Å.

Computed properties:
SMILES: CCOCCc1c([PH2]=N)c(/C(Cl)=C(\C)Cl)c2nc(Br)c(/C(Br)=C(\C)Br)nc2c1[C@H](Br)CC.FC(F)C(F)(F)COC(F)(F)C(F)F
Multiplicity: 1
LUMO energy, eV: -1.324

---

The following is a DFT calculation (ωB97M-V/def2-TZVPD) of a structure of composition C21H15IrN2O6 in a non-equilibrium geometry.

The geometry in XYZ format:
```
45
Properties=species:S:1:pos:R:3:forces:R:3
Ir -1.83757 -0.39318 -1.19942 4.94 -0.24 2.36
O 2.48653 2.73342 -2.11442 0.78 -0.07 -0.05
C 1.55193 3.66952 -1.94162 -0.51 0.51 0.11
C 1.88483 5.00962 -1.72942 0.05 -0.18 -0.07
C 0.90713 5.96972 -1.59102 -0.19 -0.19 -0.04
C -0.44197 5.62412 -1.66462 -0.07 -0.03 -0.02
C -0.79357 4.30602 -1.83442 0.06 0.24 0.08
C 0.18013 3.31072 -1.95542 0.26 -0.26 0.03
C -0.25327 1.92342 -1.98032 1.14 0.04 0.29
O -1.47817 1.62342 -1.89822 -1.95 -2.28 0.06
N 0.71463 1.00192 -2.04062 0.89 -0.59 -0.75
N 0.37883 -0.23998 -1.91332 -3.25 0.99 1.48
C 1.25373 -1.20398 -1.94492 0.63 -1.01 -0.11
C 0.95033 -2.57958 -1.84602 -0.41 0.58 -0.10
C 2.00803 -3.50518 -1.75482 0.34 -0.53 0.02
C 1.79093 -4.85718 -1.76832 0.38 0.65 0.04
C 0.47913 -5.35368 -1.90032 -0.61 0.21 -0.12
C -0.58277 -4.50248 -1.98732 -0.22 -0.08 0.15
C -0.41347 -3.08358 -1.93192 1.04 -0.13 0.10
O -1.42757 -2.33678 -2.02622 -1.99 1.39 -0.15
H 3.37723 3.11562 -2.11612 -0.28 0.13 0.05
H 2.92693 5.28752 -1.66932 0.14 0.01 -0.03
H 1.18483 6.99782 -1.42232 0.08 0.11 0.00
H -1.19967 6.38442 -1.57382 -0.10 0.07 0.02
H -1.82757 4.00392 -1.85882 -0.14 0.03 0.00
H 2.29633 -0.91918 -2.08802 -0.16 0.12 0.12
H 3.01443 -3.12708 -1.66172 0.12 0.06 -0.04
H 2.61913 -5.54478 -1.69232 0.07 0.00 0.02
H 0.32173 -6.42168 -1.93942 -0.08 -0.04 0.00
H -1.59647 -4.85928 -2.08892 -0.05 -0.07 0.01
O -1.13467 1.48632 3.30468 -0.01 0.90 -0.65
C -1.15877 0.25062 3.77038 0.04 -1.15 0.35
C -1.02797 0.04282 5.15618 -0.10 0.24 -0.55
C -1.02727 -1.23508 5.66408 0.00 -0.07 -0.25
C -1.17447 -2.33848 4.82438 -0.09 -0.19 -0.48
C -1.34107 -2.15308 3.46148 0.12 -0.31 0.68
C -1.32147 -0.87278 2.92198 -0.01 0.70 -0.31
C -1.49607 -0.68268 1.47288 0.49 0.57 1.56
O -1.17787 0.42602 0.92728 -0.74 0.20 -1.78
O -1.96117 -1.59848 0.75828 -0.66 -0.45 -2.88
H -1.18797 1.46182 2.31878 0.10 0.11 0.68
H -0.93147 0.90552 5.79678 0.04 0.09 0.03
H -0.90427 -1.39098 6.72388 0.00 0.03 0.14
H -1.16087 -3.33788 5.23158 -0.03 -0.04 0.03
H -1.46947 -2.99708 2.80068 -0.02 -0.08 -0.03
```
Positions in Å, forces in eV/Å.

Computed properties:
Multiplicity: 2
LUMO energy (alpha / beta), eV: -5.855 / -6.345
Energy above the lowest of the compared OMol25 structures with the same formula, charge and spin, kJ/mol: 324.7
<S²>: 1.212
Net charge: +1